C10H15NO2 | wB97M-V/def2-TZVPD

Properties
ΔE to the lowest compared entry with this formula, charge and spin in kJ/mol: 75.6
HOMO level in eV: -8.8
SMILES: Cc1ccc(O)cc1.CCC(N)=O
HOMO-LUMO gap in eV: 9.36
Electronic energy in eV: -16198.3089

The geometry in ORCA input format:
```
! wB97M-V def2-TZVPD RIJCOSX def2/J DEFGRID3
* xyz 0 1
C -1.041 -0.093 1.377
C -0.497 -0.059 2.813
C -2.333 -0.857 1.175
O -2.309 -2.073 1.080
N -3.455 -0.146 0.845
H -1.190 0.875 0.885
H -0.248 -0.556 0.787
H -1.341 -0.093 3.515
H -4.228 -0.587 0.386
H -3.483 0.765 1.272
H 0.116 0.816 2.992
H -0.031 -1.016 3.048
C 2.813 -1.610 -0.712
C -0.119 0.280 -2.214
C 0.804 -0.740 -1.953
C 0.130 1.536 -1.712
C 1.937 -0.498 -1.196
C 1.258 1.823 -0.950
C 2.177 0.809 -0.759
O -0.836 2.538 -1.851
H -1.059 0.040 -2.692
H 0.634 -1.696 -2.370
H -1.610 2.276 -1.343
H 1.466 2.827 -0.614
H 2.830 -1.637 0.378
H 3.880 -1.364 -0.822
H 3.070 1.013 -0.176
H 2.662 -2.572 -1.189
*
```